Here is a molecular structure, C36H25Br2N2O7PSe2V from OMol25. Energies are from the ωB97M-V functional and the def2-TZVPD basis.

<S²>	2.012
LUMO energy (spin up / spin down)	1.99 / 1.87	eV

The geometry in ORCA input format:
```
! RIJCOSX wB97M-V def2-TZVPD def2/J DEFGRID3
* xyz -1 3
V -1.20 0.23 0.20
Se 1.67 1.75 3.19
P 2.35 1.19 1.26
Se 1.02 1.48 -0.46
C 3.89 2.10 0.85
C 4.11 2.71 -0.38
C 5.32 3.34 -0.63
C 6.31 3.37 0.33
C 6.09 2.77 1.56
C 4.89 2.14 1.82
C 2.97 -0.53 1.24
C 3.72 -0.97 0.15
C 4.23 -2.26 0.12
C 3.98 -3.12 1.18
C 3.22 -2.69 2.26
C 2.72 -1.40 2.29
H 3.34 2.68 -1.14
H 5.49 3.82 -1.60
H 7.26 3.87 0.13
H 6.86 2.79 2.33
H 4.70 1.68 2.78
H 3.90 -0.30 -0.69
H 4.81 -2.59 -0.73
H 4.37 -4.13 1.15
H 3.01 -3.37 3.08
H 2.13 -1.05 3.13
Br -1.72 -2.95 -3.73
C -2.23 -1.14 -3.62
C -2.90 -0.54 -4.70
C -3.27 0.78 -4.65
Br -4.18 1.53 -6.14
C -2.98 1.57 -3.52
C -3.29 2.94 -3.35
C -2.93 3.59 -2.20
C -2.26 2.88 -1.19
N -1.98 1.61 -1.31
C -2.32 0.95 -2.45
C -1.92 -0.44 -2.47
O -1.32 -0.92 -1.44
H -3.12 -1.13 -5.57
H -3.81 3.47 -4.15
H -3.15 4.64 -2.06
H -1.94 3.36 -0.28
C -2.21 2.94 3.41
C -2.50 1.93 2.33
O -1.51 1.55 1.67
C -3.83 1.47 2.07
C -4.93 2.05 2.75
C -6.22 1.64 2.52
C -6.44 0.60 1.59
C -5.40 0.00 0.93
C -4.06 0.41 1.14
O -3.13 -0.19 0.49
H -1.13 3.00 3.52
H -2.67 2.65 4.36
H -2.60 3.92 3.13
H -4.75 2.84 3.46
H -7.05 2.10 3.04
H -7.45 0.26 1.40
H -5.57 -0.80 0.22
O -1.32 -2.84 2.05
C -0.52 -2.40 1.25
O -0.21 -1.14 1.10
C 0.25 -3.33 0.34
C 0.18 -4.70 0.55
C 0.87 -5.58 -0.26
C 1.65 -5.09 -1.30
C 1.70 -3.72 -1.50
C 1.01 -2.83 -0.71
N 2.55 -3.20 -2.58
O 2.54 -2.01 -2.79
O 3.24 -4.00 -3.20
H -0.44 -5.05 1.37
H 0.81 -6.65 -0.09
H 2.21 -5.75 -1.95
H 1.07 -1.76 -0.89
*
```

Results of the Löwdin charge analysis, in e, for atoms 1 through 8: V 0.809; Se 0.242; P 0.140; Se 0.454; C -0.404; C -0.122; C -0.092; C -0.103